Record 1
Here is C5H10N4 in the gas phase at a distorted geometry from OMol25. Energies are from ωB97M-V with the def2-TZVPD basis set.

Geometry as XYZ:
```
19
Properties=species:S:1:pos:R:3:forces:R:3:mulliken_charge:R:1
N -0.998367 -1.060635 0.030456 -1.0 -1.2 -0.4 -0.754
N 0.961974 1.206593 -1.810526 0.0 2.8 -0.3 -0.954
N 0.327081 0.486888 -0.839911 0.0 0.0 5.0 0.428
N 0.949700 1.576151 1.414602 2.4 1.9 -0.8 -0.535
C 0.438788 0.529320 0.742734 -2.0 -1.6 -4.4 -0.017
C -0.443860 -0.441451 1.090036 1.7 -1.1 2.2 0.517
C -0.616596 -1.100557 2.485955 2.0 3.5 0.6 -0.946
C -0.548795 -0.531491 -1.043666 0.3 0.3 -1.3 0.660
C -0.862050 -0.908488 -2.437504 1.6 0.3 0.0 -1.028
H -0.401860 -0.215192 3.259770 -1.2 -1.9 -1.2 0.200
H 0.608941 2.219090 -1.815960 0.6 -1.9 0.0 0.249
H -0.812413 -1.979569 -2.575253 0.0 -0.2 -0.1 0.303
H 0.863990 1.452220 2.393518 0.0 0.0 0.9 0.261
H -1.576799 -1.536031 2.495452 -1.2 -0.2 0.6 0.327
H 1.971658 1.270390 -1.662140 -0.4 -0.4 0.1 0.233
H 0.118753 -1.839914 2.843228 0.0 0.0 -1.0 0.228
H 1.936527 1.773926 1.152004 -1.0 -0.1 0.6 0.256
H -0.098695 -0.353226 -3.022857 -0.6 -0.8 -0.2 0.322
H -1.817976 -0.548023 -2.699940 -1.2 0.3 -0.4 0.250
```
Forces are in eV/Å.

Calculated values
Frontier orbital gap (eV): 8.0
SMILES: Cc1nc(C)n(N)c1N
E_LUMO (eV): 0.6
Total energy (hartree): -415.47826
Largest force on an atom (eV/A): 5.10

***

Record 2
Here is a molecular structure, C9H17BrSi at a distorted geometry from OMol25. Energies are from ωB97M-V with the def2-TZVPD basis set.

Geometry as XYZ:
```
28
Properties=species:S:1:pos:R:3:forces:R:3:mulliken_charge:R:1
Br -3.690678 0.500228 -0.011061 0.5 0.5 -0.1 -0.204
Si -0.031369 0.181753 0.284241 -1.1 -0.3 -0.9 0.159
C -0.169128 -0.409992 2.113112 -0.2 1.0 0.7 -0.361
C 0.100202 2.565344 -1.277290 -1.6 -0.1 1.1 -1.140
C 2.711589 -0.329025 -0.803686 -2.4 2.5 -3.2 -1.259
C -2.043231 -0.184201 -0.852575 1.5 -2.3 5.0 -0.620
C 0.202828 2.050737 0.174744 2.5 -1.4 -1.6 -0.757
C -0.186782 -1.923004 2.243482 1.5 -0.1 -0.9 -1.406
C 1.225578 -0.677762 -0.992266 -1.9 -0.4 1.5 -0.411
C -2.411713 -2.827863 -0.762911 0.1 -0.2 -0.2 0.075
C -2.229234 -1.647380 -0.768241 0.5 1.7 -0.7 -0.727
H 0.014584 -2.111553 3.254065 0.2 -0.9 1.5 0.412
H -0.903183 2.231064 -1.714741 1.7 0.8 0.1 0.215
H 1.127367 -1.767852 -0.934368 -0.4 0.1 -0.1 0.443
H 0.203878 3.624437 -1.145518 -0.8 0.9 -0.5 0.424
H 1.189321 2.440783 0.532796 -0.7 -0.7 0.2 0.409
H 3.117020 -0.735546 0.020775 1.1 -1.6 3.1 0.390
H 0.525124 -2.462774 1.624496 0.8 0.2 0.1 0.316
H -1.980327 0.164313 -1.803165 0.1 1.0 -2.7 0.674
H 0.628337 -0.347150 -1.885137 1.4 -0.2 0.2 0.297
H -1.052434 -2.437656 1.920986 -1.6 0.2 0.0 0.385
H 2.692177 0.774321 -0.639701 0.9 -0.6 -0.6 0.274
H 0.644363 0.114593 2.794733 -1.2 -1.2 -1.6 0.364
H -0.533018 2.433670 0.782489 -1.8 1.3 1.4 0.603
H -2.601767 -3.846103 -0.941068 -0.1 -0.5 0.2 0.464
H 3.279923 -0.711575 -1.665109 0.0 0.8 0.2 0.335
H 0.989066 2.362605 -1.834093 0.2 -1.0 -0.7 0.285
H -1.114002 -0.161574 2.670438 0.6 0.6 -1.0 0.360
```
Forces are in eV/Å.

Calculated values
Frontier orbital gap (eV): 9.6
E_LUMO (eV): 0.8
Total energy (hartree): -3216.49908
Largest force on an atom (eV/A): 5.71

***

Record 3
Here is a gas-phase ion, C2H3N2S (charge +1) at a distorted geometry from OMol25. Energies are from ωB97M-V with the def2-TZVPD basis set.

Geometry as XYZ:
```
8
Properties=species:S:1:pos:R:3:forces:R:3:mulliken_charge:R:1
S -1.691094 -0.787366 -0.013785 1.4 -0.3 0.1 0.527
N -1.935740 0.670419 -0.027979 1.9 1.7 0.0 -0.210
N -0.043698 -0.908934 0.041871 -0.2 -0.7 0.0 -0.174
C -0.127114 1.516818 0.012743 -2.5 0.0 0.0 -0.012
C 0.662016 0.341159 0.025591 -0.3 -0.7 0.0 -0.130
H 0.469505 -1.782379 0.004973 -0.2 -0.2 0.0 0.283
H 1.273843 0.484976 -0.889068 0.0 0.1 -0.2 0.345
H 1.392282 0.465307 0.845656 -0.1 0.0 0.1 0.371
```
Forces are in eV/Å.

Calculated values
Frontier orbital gap (eV): 9.2
Total charge: +1
E_LUMO (eV): -6.9
Total energy (hartree): -585.20251
Largest force on an atom (eV/A): 2.56

***

Record 4
Here is a molecular structure, C55H72GeNOOsP2 at a distorted geometry from OMol25. Energies are from ωB97M-V with the def2-TZVPD basis set.

Geometry as XYZ:
```
133
Properties=species:S:1:pos:R:3:forces:R:3:mulliken_charge:R:1
Os -0.178401 0.086732 0.193377 0.4 -1.5 -0.8 0.436
Ge -1.340586 2.336379 0.675326 -0.3 0.2 0.2 0.182
P -0.686910 0.147892 -2.201539 -0.1 -0.1 -0.1 1.031
P -0.043079 -0.585220 2.642135 -0.2 -0.1 0.1 0.869
O 1.771195 0.014368 -0.341206 -0.6 0.6 0.6 1.245
N -1.230341 -1.496895 0.106068 0.1 1.0 0.2 0.839
C -2.527208 2.197318 -3.126062 0.1 0.0 0.0 -1.337
C -5.186514 0.543097 0.994022 0.0 0.0 0.0 -0.995
C -3.466598 -4.185704 4.652104 0.0 0.0 0.0 -1.802
C -2.272675 0.694796 -3.009709 -0.1 0.1 0.0 0.390
C 2.963664 -0.446038 -0.305065 0.2 -0.3 -0.1 0.398
C 5.515104 -1.509722 -0.052184 0.0 0.0 0.0 -1.519
C -1.147339 -4.505924 -4.807073 0.0 0.0 0.0 -1.675
C 3.691691 2.444848 -1.545260 0.0 0.0 0.0 -1.149
C -0.765773 0.401331 4.072909 0.0 0.1 0.0 0.895
C 5.327128 -0.125086 0.043639 0.0 0.0 0.0 -1.181
C -5.515679 2.625379 -0.142240 0.0 0.0 0.0 -0.896
C -2.926390 -3.421685 3.477112 0.0 0.0 0.0 0.153
C -3.832736 0.823217 1.092588 0.0 0.0 0.0 0.501
C 4.444562 -2.362028 -0.329240 0.1 -0.1 -0.1 -0.292
C -1.975408 7.790643 -0.173537 0.0 0.0 0.0 -0.892
C 2.015871 -2.810063 -0.747841 0.1 0.0 0.0 1.830
C 0.154104 1.018492 -4.804226 0.0 0.0 -0.1 -1.690
C -2.462428 6.818204 0.725372 0.0 0.1 0.0 -1.112
C 0.259998 3.477535 -1.459509 -0.1 -0.1 -0.1 1.609
C -1.229028 -2.279231 -1.104570 0.0 -0.1 -0.2 -0.310
C -0.562263 -0.169386 5.487168 0.0 -0.1 0.0 -1.805
C 3.171900 -1.873928 -0.473204 -0.1 -0.1 0.1 -0.048
C 1.485594 -2.499125 4.106002 0.0 0.0 0.0 -1.653
C -0.729500 3.742340 -0.554005 0.1 0.0 -0.1 1.531
C 2.818351 -0.930593 2.678244 0.0 0.0 0.0 -1.011
C -2.245130 0.742729 3.929428 0.0 0.0 0.0 -1.293
C -1.829253 -2.113434 1.263496 0.1 0.1 0.0 -0.570
C -6.036530 1.448882 0.374988 0.0 0.0 0.0 -0.989
C -0.584282 3.093824 2.340536 0.0 0.1 0.0 -1.643
C 3.978440 1.958829 -0.119460 0.0 0.0 0.0 0.024
C 3.008875 2.563590 0.900241 0.1 0.0 0.0 -1.347
C -1.163160 -3.732107 -3.520626 0.0 0.0 0.1 0.562
C 4.091612 0.449321 -0.108137 -0.1 0.1 0.0 0.369
C -0.954993 -1.638149 -2.314236 -0.1 0.0 0.1 -0.969
C 0.328504 5.740479 -2.233976 0.0 0.1 0.0 -1.190
C -1.085837 7.432761 -1.141827 0.0 0.0 0.0 -0.844
C 1.735317 -0.484031 -3.585207 0.0 -0.1 -0.1 -1.845
C -1.330966 -4.373443 -2.291626 0.0 0.0 -0.2 -1.479
C 2.338412 -3.778381 -1.893974 0.0 0.0 0.0 -1.769
C 0.658313 0.588121 -3.424084 0.0 0.1 0.0 2.519
C -1.763061 -2.667249 3.587804 -0.1 0.0 0.1 -0.030
C -1.167013 5.098804 -0.395370 0.0 0.0 0.0 0.942
C -3.045036 -2.783011 1.149302 0.1 0.1 -0.1 0.141
C -1.219025 -1.973804 2.507858 0.0 0.0 -0.1 -0.396
C 1.613936 -3.597679 0.507244 0.0 0.0 0.0 -1.164
C -0.966861 -2.356290 -3.503091 0.1 0.0 0.0 -0.299
C -3.286853 2.010180 0.600817 0.0 0.0 -0.1 0.640
C -1.361788 -3.672726 -1.101657 -0.1 0.3 0.2 0.023
C 1.542600 -1.103788 3.485043 0.1 0.0 0.0 0.335
C 0.796727 4.464932 -2.315234 0.0 -0.1 0.0 -1.113
C -3.584735 -3.423208 2.248543 0.0 0.0 0.0 -1.089
C -0.647166 6.091090 -1.266234 0.0 0.0 0.0 0.764
C -3.488892 -0.020125 -2.419422 -0.1 0.0 -0.1 -1.509
C -2.070966 5.515341 0.616432 -0.1 -0.1 -0.1 -0.277
C -4.158197 2.901268 -0.031982 0.1 0.0 0.0 -0.031
H 1.162553 -2.206001 -1.043943 0.1 0.0 -0.1 -0.897
H -3.789912 3.819816 -0.464320 0.1 0.1 0.0 0.419
H 4.974418 2.320542 0.146120 0.0 0.0 0.0 0.816
H 2.928660 -1.712253 1.930508 0.0 0.0 0.0 0.109
H -0.817379 -1.837792 -4.444781 0.0 0.0 0.1 0.419
H -4.387299 0.361615 -2.909729 0.0 0.0 0.0 0.636
H 3.828619 3.525321 -1.607277 0.0 0.0 0.0 0.496
H 1.093646 -2.969973 1.234324 0.0 0.0 0.0 -0.300
H -6.166517 3.336553 -0.635876 0.0 0.0 0.0 0.482
H 1.570575 4.205359 -3.028414 0.0 0.0 0.0 0.506
H 3.049308 3.652555 0.834523 0.0 0.0 0.0 0.569
H -2.120972 0.300010 -4.019867 0.1 0.0 0.0 1.007
H -1.448994 -5.451028 -2.268373 0.0 0.0 0.0 0.421
H -3.457274 -1.098116 -2.578992 0.0 0.0 0.0 0.217
H 3.025153 -4.562850 -1.566258 0.0 0.0 0.0 0.532
H 4.361190 1.974830 -2.268675 0.0 0.0 0.0 0.458
H -0.780301 0.639274 6.186602 0.0 0.0 0.0 0.515
H 2.440577 -2.704686 4.594801 0.0 0.0 0.0 0.519
H 1.142743 1.451558 -2.966841 0.0 0.0 -0.1 -1.522
H 1.978963 2.271772 0.710088 -0.1 0.0 0.0 -0.073
H -0.528564 1.866921 -4.775030 0.1 -0.1 0.0 0.377
H 1.603094 -0.367166 4.287030 0.0 0.0 0.0 1.113
H -1.294217 -2.602611 4.558435 0.0 0.0 -0.1 0.192
H -0.178578 1.320095 4.021807 0.0 0.0 0.0 0.615
H 1.330102 -3.265895 3.344702 0.0 0.0 0.1 0.154
H 1.018059 1.310845 -5.403877 0.0 0.0 0.0 0.498
H 1.376737 -1.336823 -4.160546 0.0 0.0 0.0 0.376
H -3.148982 7.111507 1.509472 0.0 0.0 0.0 0.479
H 0.715466 6.516471 -2.884545 0.0 0.0 0.0 0.435
H -3.594351 0.175364 -1.356869 0.0 0.0 0.2 0.227
H 3.675171 -1.002335 3.352061 0.0 0.0 0.0 0.710
H -3.569425 -2.798032 0.202634 0.0 0.0 0.0 0.743
H -3.108199 -5.217722 4.631907 0.0 0.0 0.0 0.327
H 2.858820 0.047790 2.202640 0.0 0.0 0.0 -0.378
H -2.857103 -0.160482 3.878908 0.0 0.0 0.0 0.148
H -0.337021 0.198750 -5.333173 0.0 0.0 0.0 0.248
H -3.148024 -3.743563 5.595854 0.0 0.0 0.0 0.394
H 2.663461 2.219657 -1.828027 0.1 0.0 0.0 -0.009
H 0.332771 2.583854 2.639348 0.0 0.0 -0.1 0.081
H 3.269963 2.282655 1.923069 0.0 0.0 0.0 0.414
H -1.272995 -0.964406 5.709865 0.0 0.0 0.0 0.396
H 2.487695 -4.032789 0.998522 0.0 0.0 0.0 0.421
H 2.789269 -3.272261 -2.748658 0.0 0.0 0.0 0.306
H -2.455471 4.793716 1.327019 -0.1 0.0 0.0 0.219
H -1.282517 3.108193 3.175383 0.1 0.0 0.0 0.414
H 0.442780 -0.519355 5.716892 -0.1 0.0 0.0 0.360
H -1.482043 -4.213785 -0.175513 -0.1 0.0 0.0 0.623
H -2.300709 8.818741 -0.080619 0.0 0.0 0.0 0.416
H 0.640497 2.464017 -1.533031 -0.1 0.2 0.1 -2.062
H -0.688372 8.172852 -1.826688 0.0 0.0 0.0 0.458
H 4.625701 -3.425871 -0.423433 0.0 0.0 0.0 0.542
H -4.531632 -3.942074 2.147232 0.0 0.0 0.0 0.486
H -0.133220 -4.844524 -5.035055 0.0 0.0 0.0 0.286
H 0.706588 -2.608632 4.858394 0.1 0.0 0.0 0.351
H -3.198821 0.091258 1.567216 0.1 -0.1 0.0 -0.126
H 2.575946 -0.050802 -4.131873 0.0 0.0 0.0 0.616
H -2.562218 1.297399 4.814988 0.0 0.0 0.0 0.643
H -0.312422 4.120695 2.095972 0.0 0.0 0.0 1.050
H -2.473517 1.353413 3.065076 0.0 0.0 0.0 -0.158
H 2.107201 -0.853341 -2.636096 0.0 0.0 0.0 0.382
H -1.643278 2.782844 -3.380086 0.0 0.0 0.1 0.136
H -5.576080 -0.384474 1.398140 0.0 0.0 0.0 0.525
H -1.486282 -3.894372 -5.642773 0.0 0.0 0.0 0.409
H -2.931666 2.593867 -2.198596 0.0 0.0 0.0 -0.012
H 6.185273 0.511372 0.222695 0.0 0.0 0.0 0.544
H -3.272180 2.359705 -3.908604 0.0 0.0 0.0 0.578
H 6.509221 -1.921853 0.070388 0.0 0.0 0.0 0.450
H 0.945763 -4.417080 0.232934 0.0 0.1 0.0 0.713
H 1.420131 -4.265850 -2.226861 0.1 0.0 0.0 0.292
H -4.555667 -4.217550 4.636351 0.0 0.0 0.0 0.416
H -1.781449 -5.389573 -4.745166 0.0 0.0 0.0 0.420
H -7.096161 1.239362 0.294079 0.0 0.0 0.0 0.417
```
Forces are in eV/Å.

Calculated values
Frontier orbital gap (alpha / beta) (eV): 5.8 / 4.6
Total charge: +2
2S+1: 2
E_LUMO (alpha / beta) (eV): -6.6 / -7.8
Total energy (hartree): -5118.81943
Largest force on an atom (eV/A): 1.76

***

Q: The highest largest force on an atom belongs to which entry?
A: C9H17BrSi